49
Properties=species:S:1:pos:R:3:forces:R:3:lowdin_charge:R:1 method="wB97M-V/def2-TZVPD" e_homo_ev="-3.369 / -3.959" spin_multiplicity=5 energy_ev=-74536.647 s2=6.023 total_charge=-1
Bi -1.0696 1.1837 -0.4658 0.075 -2.962 0.780 1.326
Co -2.7873 3.0026 -1.0876 -0.396 1.387 -0.139 0.054
Cl -2.7894 1.1033 -2.3992 -1.807 -0.384 -1.537 -0.007
N 0.1512 -0.4867 0.8530 -0.921 1.151 -1.437 -0.175
C 0.9240 0.1555 3.0722 -0.186 0.381 0.359 -0.056
C 2.8013 -3.0624 -1.0390 -0.567 0.027 -0.333 -0.071
C 0.7476 -1.7841 -1.0965 0.803 0.283 0.179 -0.018
C 2.1968 -1.7366 0.9004 0.370 -0.054 -0.470 -0.022
C -2.9541 4.3429 -2.5345 0.731 1.049 -0.535 -0.268
C 3.0352 -2.6321 0.2652 0.783 -0.572 -0.205 -0.299
C 4.2625 -3.2495 0.8939 0.369 -0.260 0.275 -0.076
C -0.2175 -2.0390 2.6206 -0.741 0.198 0.056 -0.040
C 1.0412 -1.2603 0.2123 -0.114 -1.164 0.589 -0.341
C -0.7854 3.2341 0.2807 -0.136 0.899 -0.238 -0.298
C -1.4975 0.2334 2.4006 -0.348 0.114 0.675 -0.127
C 1.6724 -2.6152 -1.7290 -0.022 0.258 0.046 -0.299
C 1.4528 -3.0804 -3.1495 -0.063 -0.288 0.115 -0.067
C 0.1475 1.3606 -2.2916 1.779 -0.197 0.794 -0.390
C -0.1767 -0.5508 2.2606 1.038 0.387 -0.952 -0.655
C -4.4189 3.5970 -0.1630 -0.487 0.151 1.087 -0.257
H 1.3035 1.0450 2.5246 -0.303 -0.510 0.359 0.095
H 0.0267 3.8499 -0.1383 -0.403 -0.043 0.521 -0.037
H -1.3881 1.3020 2.0580 0.028 -1.138 0.575 0.014
H -2.3130 -0.2258 1.8108 0.429 0.178 0.271 0.070
H -3.4849 5.2417 -2.1234 0.655 -0.632 -0.736 -0.024
H -1.8292 0.2953 3.4532 0.171 -0.153 -0.290 0.082
H 1.2242 -4.1601 -3.1216 0.052 0.322 -0.291 0.077
H -1.0014 3.2863 1.3634 0.290 0.428 -0.613 -0.046
H -0.9529 -2.5812 1.9943 0.313 0.306 0.345 0.100
H 3.4291 -3.8362 -1.5027 -0.044 0.488 0.203 0.112
H 2.3598 -2.9295 -3.7673 -0.486 -0.062 0.300 0.079
H -4.2376 3.3929 0.9278 -0.563 0.386 -0.720 -0.027
H -3.4659 3.8895 -3.4082 0.246 0.379 0.499 -0.026
H 4.1327 -4.3461 0.9448 0.017 0.381 0.153 0.076
H -1.8667 4.5471 -2.7704 -1.092 0.146 -0.086 -0.017
H 4.4715 -2.8762 1.9077 -0.042 -0.075 -0.314 0.069
H 0.3939 2.3853 -2.6412 -0.245 -0.712 0.345 0.008
H -5.2945 3.0191 -0.5310 0.395 0.481 0.281 -0.020
H 0.7734 -2.4577 2.4411 -0.385 -0.147 0.135 0.057
H -4.5073 4.6950 -0.3912 -0.150 -1.120 0.540 -0.024
H 0.5158 0.4575 4.0369 0.128 0.184 0.218 0.069
H -0.4576 -2.1509 3.6662 -0.207 -0.251 0.508 0.071
H 0.9860 0.8920 -1.7078 0.299 0.378 -1.586 -0.028
H -0.2007 -1.5670 -1.6183 0.530 0.142 0.477 0.102
H 0.6091 -2.5451 -3.6003 0.203 -0.182 -0.023 0.069
H -0.2548 0.7019 -3.0741 0.326 0.342 0.486 -0.031
H 5.1573 -3.1008 0.2548 -0.442 0.129 0.403 0.077
H 1.7538 -0.5235 3.2643 -0.024 0.253 0.161 0.050
H 2.3818 -1.4165 1.9440 0.144 -0.306 -1.230 0.088